{
  "formula": "C26H33N3O4",
  "method": "ωB97M-V with the def2-TZVPD basis set",
  "elements": ["C", "C", "O", "C", "C", "C", "C", "C", "O", "C", "C", "C", "N", "C", "C", "O", "N", "C", "C", "C", "C", "C", "C", "N", "C", "C", "O", "C", "C", "C", "C", "C", "C", "H", "H", "H", "H", "H", "H", "H", "H", "H", "H", "H", "H", "H", "H", "H", "H", "H", "H", "H", "H", "H", "H", "H", "H", "H", "H", "H", "H", "H", "H", "H", "H", "H"],
  "positions_angstrom": [[9.78771, -2.14006, -0.14068], [8.44672, -1.43217, -0.03142], [7.43446, -2.39184, -0.27564], [6.13879, -2.01179, -0.26158], [5.68377, -0.71941, -0.00475], [4.33117, -0.43809, -0.03919], [3.39718, -1.43290, -0.31431], [1.93959, -1.20423, -0.36154], [1.15058, -2.10273, -0.15150], [1.43572, 0.18873, -0.71405], [0.61984, 0.73281, 0.46287], [-0.07471, 2.03305, 0.08213], [-0.95538, 1.82588, -1.05706], [-1.73051, 3.02342, -1.32975], [-2.72074, 3.30394, -0.19832], [-2.84663, 4.40314, 0.29633], [-3.41056, 2.19078, 0.14545], [-4.42778, 2.03228, 1.08984], [-4.95966, 3.09753, 1.80393], [-6.01037, 2.89363, 2.68129], [-6.54241, 1.62860, 2.84669], [-6.00874, 0.55781, 2.14940], [-4.94391, 0.73572, 1.27711], [-4.38111, -0.31599, 0.51450], [-3.10505, -0.83679, 0.99159], [-2.47737, -1.65375, -0.14001], [-3.32391, -2.70947, -0.53508], [-4.57692, -2.21959, -0.94654], [-5.25571, -1.42166, 0.17014], [-0.18023, 1.40713, -2.21300], [0.51970, 0.08143, -1.93762], [3.86087, -2.73479, -0.53627], [5.20350, -3.01996, -0.52346], [10.59359, -1.43525, 0.04227], [9.84316, -2.94380, 0.58813], [9.90299, -2.56509, -1.13388], [8.38303, -0.62251, -0.77123], [8.32379, -1.00362, 0.97264], [6.37678, 0.07459, 0.22561], [4.01154, 0.56771, 0.18774], [2.26129, 0.86493, -0.94486], [-0.12633, -0.01382, 0.73669], [1.26884, 0.90447, 1.32415], [-0.67477, 2.39030, 0.92280], [0.68272, 2.80660, -0.14227], [-2.30314, 2.87034, -2.25008], [-1.10089, 3.91896, -1.46203], [-3.18263, 1.34424, -0.36314], [-4.55315, 4.08362, 1.65443], [-6.41764, 3.73056, 3.22765], [-7.36886, 1.46753, 3.52268], [-6.42394, -0.42814, 2.29284], [-2.45012, -0.01261, 1.27587], [-3.25058, -1.48737, 1.87006], [-1.53797, -2.11377, 0.17150], [-2.29573, -0.98661, -0.99746], [-5.17468, -3.09173, -1.21669], [-4.45580, -1.57233, -1.82952], [-6.21125, -1.02749, -0.18004], [-5.43031, -2.09806, 1.02282], [-0.86224, 1.28762, -3.05941], [0.57080, 2.17077, -2.48751], [1.10273, -0.20880, -2.81426], [-0.22155, -0.69424, -1.74599], [3.13485, -3.50975, -0.72992], [5.56755, -4.01794, -0.70906]],
  "forces_ev_per_a": [[-0.45, 0.09, 0.01], [0.36, 0.23, 0.06], [-0.10, -0.20, -0.05], [-0.34, 0.03, 0.00], [0.48, -0.03, 0.04], [-0.34, -0.19, -0.09], [0.39, -0.27, 0.05], [-0.01, 0.36, -0.03], [0.00, 0.01, -0.05], [-0.43, -0.25, 0.13], [0.10, 0.26, -0.10], [0.01, -0.18, 0.26], [0.01, 0.08, -0.14], [0.11, 0.13, 0.01], [0.26, -0.06, -0.32], [-0.04, 0.23, 0.07], [-0.13, -0.46, 0.00], [-0.19, 0.09, 0.19], [0.07, 0.18, 0.01], [-0.06, -0.15, 0.03], [-0.10, 0.08, 0.10], [0.14, -0.05, -0.07], [-0.05, 0.18, 0.07], [-0.06, 0.02, -0.03], [0.22, -0.28, -0.21], [0.17, 0.17, 0.30], [-0.01, -0.16, 0.04], [-0.37, 0.05, 0.07], [0.13, -0.18, -0.39], [-0.01, -0.27, -0.15], [0.09, 0.21, -0.06], [-0.02, 0.14, 0.02], [0.21, 0.05, 0.03], [0.09, 0.06, 0.02], [0.05, -0.07, 0.07], [0.06, -0.03, -0.09], [-0.06, -0.07, 0.11], [-0.05, -0.01, -0.14], [0.08, 0.03, 0.01], [-0.04, 0.11, -0.04], [0.00, -0.03, 0.03], [0.01, -0.02, 0.05], [-0.03, -0.02, 0.07], [0.07, 0.04, 0.00], [-0.07, 0.03, 0.00], [0.04, 0.02, 0.01], [-0.12, -0.08, 0.07], [0.04, 0.11, -0.01], [0.02, 0.02, -0.02], [-0.03, 0.08, 0.04], [-0.07, -0.01, 0.05], [-0.01, -0.11, -0.02], [0.03, 0.00, -0.01], [0.03, 0.09, -0.02], [0.00, 0.13, -0.04], [0.04, -0.02, 0.09], [-0.01, 0.08, -0.01], [-0.05, -0.05, 0.07], [0.00, -0.05, 0.02], [-0.03, 0.07, -0.02], [0.05, 0.06, 0.01], [-0.06, 0.02, -0.01], [-0.03, -0.04, -0.04], [0.02, -0.01, -0.04], [-0.05, -0.08, -0.01], [0.04, -0.12, -0.03]],
  "mulliken_charge": [-1.43, -0.26, -0.40, 0.82, -0.84, -0.48, 0.22, 0.31, -0.63, 0.54, -0.68, -0.89, 0.55, -1.12, 0.58, -0.67, -0.06, -0.18, -0.58, -0.68, -0.79, -0.31, 0.41, 0.41, -0.72, -0.14, -0.50, -0.76, -0.68, -1.09, -0.94, -0.69, -0.48, 0.42, 0.33, 0.32, 0.37, 0.35, 0.38, 0.36, 0.37, 0.13, 0.33, 0.47, 0.32, 0.45, 0.42, 0.16, 0.54, 0.40, 0.39, 0.41, 0.59, 0.23, 0.34, 0.15, 0.40, 0.30, 0.45, 0.41, 0.45, 0.37, 0.41, 0.24, 0.44, 0.43],
  "multiplicity": 1,
  "homo_energy_ha": -0.296,
  "total_energy_ha": -1475.793410,
  "smiles": "CCOc1ccc(C(=O)C2CCN(CC(=O)Nc3ccccc3N3CCOCC3)CC2)cc1",
  "gap_ev": 8.532,
  "lumo_ev": 0.487,
  "charge": 0
}